(1)
This record from the OMol25 dataset describes a structure of composition C33H35AsCl5EuF6O7S at a distorted geometry. The level of theory is wB97M-V/def2-TZVPD.

The multiplicity is 7. As for the HOMO energy (spin up / spin down): -6.32 / -6.32 eV. The value obtained for the total energy is -8049.60440 a.u. Its gap between HOMO and LUMO (spin up / spin down) is 0.1323 / 0.2203 hartree. Its net charge is 0. The value obtained for the energy above the lowest of the compared OMol25 structures with the same formula, charge and spin is 52.5 kcal/mol.

Element x y z (Å)
H (-1.2017, -2.9693, -5.8025)
C (0.6061, -3.0977, 2.5732)
C (-2.8751, -0.1271, -2.1777)
H (-2.8963, -5.4501, -0.6291)
H (0.1544, -2.8362, -6.8949)
C (-3.0259, 0.5953, -0.9473)
H (-1.9067, -0.5353, -2.5132)
C (-1.8021, 0.8860, -0.0197)
F (-1.3235, -3.4598, 4.0126)
C (6.0662, 1.3564, 0.1928)
Eu (1.0808, -1.3710, -0.3490)
H (1.1810, 4.0078, 1.6643)
C (0.8299, 5.4529, 3.1567)
H (-0.3178, 1.5670, 4.8614)
O (-4.0999, -0.9821, -4.1188)
H (-1.1636, -5.5977, -0.5612)
H (-1.0355, -0.7438, -7.0300)
Cl (4.7940, -1.0583, -3.3199)
C (-5.5474, -0.8096, -4.4515)
C (-5.2804, -0.0587, -2.3818)
Cl (7.9513, -0.4464, -2.8881)
O (-0.6324, 0.4806, -0.3277)
C (0.1485, 6.6527, 3.4153)
C (0.7430, -2.8849, -4.8802)
H (1.1927, -3.8753, -5.1278)
C (-5.4455, 0.8390, -1.3408)
H (-5.5470, -0.0195, -5.2213)
H (-1.2468, -0.6618, -5.2501)
C (-4.3055, 1.0888, -0.6217)
H (0.3067, -0.3291, -6.0157)
H (-0.5511, -5.2615, -4.2930)
Cl (6.5486, 2.4334, 1.4277)
H (-1.7474, -3.9596, -0.8037)
C (1.4588, -4.2184, 3.0510)
C (-0.5671, -0.9304, -6.0766)
C (-4.0192, -0.3758, -2.8996)
F (-1.6771, -2.6395, 1.9871)
H (0.4047, -5.4684, -2.7863)
H (-0.2093, 5.0257, 1.3178)
H (1.5832, -2.1708, -4.6199)
C (-1.8272, -5.3031, -2.5936)
H (1.3434, -5.0516, 2.3385)
H (1.3051, -4.5711, 4.0743)
H (-2.2368, 4.4701, 4.6658)
H (2.4962, -3.8977, 3.0086)
C (0.1589, 2.4770, 4.4800)
H (-4.3030, 1.7799, 0.2398)
As (-0.8628, 3.0886, 2.8867)
H (-6.4068, 1.3296, -1.1276)
H (-0.7672, 6.7960, 2.8444)
O (0.9756, -2.8527, -2.1900)
F (1.9721, -1.1823, 2.9226)
F (0.9126, -1.8462, 4.7015)
H (0.2803, 3.2195, 5.2612)
C (4.7654, 0.8388, 0.1555)
H (0.2603, 8.5722, 4.4909)
S (-0.1717, -3.1265, -3.2428)
O (0.8504, -2.7278, 1.2619)
C (6.7360, 0.0497, -1.7369)
H (2.5024, 4.1573, 3.7132)
C (2.3878, 5.9700, 4.9176)
C (-2.3722, 4.1874, 3.5782)
C (-1.9361, -5.0080, -1.0938)
Cl (3.4611, 1.2585, 1.2064)
H (3.2985, 5.7622, 5.4508)
H (-2.4446, 5.0795, 2.9791)
O (-6.2489, -0.5142, -3.2925)
C (0.3347, 4.4839, 2.1398)
C (0.6394, 7.5452, 4.3756)
C (-0.2717, -2.4268, -5.9643)
F (-0.1303, -0.8231, 3.1505)
C (0.8031, -1.7887, 3.3547)
F (-1.1783, -4.7334, 2.2664)
C (1.8258, 7.2301, 5.0387)
H (-5.9237, -1.7495, -4.8699)
H (-1.9350, -6.3632, -2.7315)
C (7.1029, 0.8581, -0.6383)
C (-0.8992, -3.5026, 2.6963)
O (-2.0472, 1.5558, 1.0190)
C (1.9855, 5.1273, 3.9245)
O (3.3123, -0.8287, -0.8385)
C (-0.4732, -4.9463, -3.2611)
H (-2.5952, -4.8485, -3.1880)
C (5.3911, -0.3430, -1.9236)
H (1.2130, 2.2208, 4.1400)
C (4.4067, -0.1620, -0.8378)
Cl (8.7270, 0.9107, -0.1759)
H (-3.2963, 3.6036, 3.4011)
H (2.2542, 7.9781, 5.7120)

Löwdin population analysis, charges in e, atoms 1 to 6: number 1, H, carries 0.0951; number 2, C, carries -0.4547; number 3, C, carries 0.0454; number 4, H, carries 0.1123; number 5, H, carries 0.1129; number 6, C, carries -0.0967

---

(2)
This record from the OMol25 dataset describes a structure of composition C33H35CdF5N4P2S at a distorted geometry. The level of theory is wB97M-V/def2-TZVPD.

As for the HOMO energy: -6.16 eV. The value obtained for the total energy is -3245.20540 a.u. Its gap between HOMO and LUMO is 0.1668 hartree. Its net charge is 0. The value obtained for the energy above the lowest of the compared OMol25 structures with the same formula, charge and spin is 0.0 kcal/mol.

Element x y z (Å)
P (-0.3744, 1.0263, -2.3063)
C (0.1872, -2.2185, -4.5338)
H (1.3819, -1.4110, -2.8233)
H (-3.5477, -0.0627, -2.5309)
F (3.9495, -2.0440, 1.3393)
H (-2.2796, -0.0326, -6.7133)
N (0.6966, 2.2117, -2.9761)
H (-1.1273, -1.5343, 1.6946)
H (-2.7089, -0.0066, 2.6714)
C (-5.0354, -1.5836, -0.0927)
N (-3.3733, 1.1030, 0.9235)
F (4.1185, 0.4787, 5.3475)
C (3.0715, 1.3905, 3.4239)
C (-3.9921, 2.3453, 0.7601)
H (-0.2443, -0.1746, 1.0981)
C (0.4617, -1.3949, -3.4179)
H (-5.6462, -0.7104, -0.2107)
H (3.0835, 4.4729, -2.5248)
S (2.3428, -0.1568, -0.2133)
H (-3.7416, 2.1243, 4.0569)
H (-4.7259, 0.6807, -7.5409)
C (-3.3225, -1.8462, -6.9410)
H (-1.1160, -1.8826, -6.2863)
P (-2.6550, 0.0205, -0.2748)
Cd (-0.6242, -1.5520, -1.3020)
C (-4.5786, -2.5664, -7.2459)
C (-0.8581, -0.2361, -4.8387)
H (-6.1979, -0.8173, -6.4686)
C (3.7343, 0.3421, 4.0606)
H (-6.3436, -3.3285, 0.1797)
H (-1.4459, 0.6141, -5.1536)
C (-5.3509, -2.9309, 0.0971)
H (-4.0413, 1.3987, -1.6427)
H (0.3448, 2.2318, -5.0954)
C (-4.3914, 0.3756, -6.5362)
C (-3.1844, 0.7540, -1.8824)
C (3.5475, -0.9877, 2.0668)
C (0.9043, 2.6600, -4.2821)
C (-5.3481, -3.1477, -5.9916)
H (-2.3273, 1.6529, -3.6753)
H (-5.0431, -4.1972, -5.8632)
H (-6.2133, 0.6377, -5.4131)
C (-0.2829, -1.2476, 1.0480)
C (-3.2418, -0.5529, -6.6794)
C (-5.6134, -0.2205, -5.7672)
C (2.3209, 3.7902, -2.8936)
F (4.7368, -1.8205, 3.9512)
H (-4.3162, -3.4229, -7.8897)
C (-3.0976, -2.7100, 0.1555)
H (-5.2075, -0.5840, -3.6442)
C (3.9949, -0.8467, 3.3769)
N (-3.6506, -1.4419, -0.0860)
H (1.5828, 2.6433, -1.0767)
H (-5.2314, -1.8631, -7.7739)
H (0.5303, -3.2391, -4.7033)
H (-4.9241, -3.0688, -3.8374)
C (-3.6961, 1.9959, 2.9857)
C (-5.2478, -1.0927, -4.6028)
H (-4.0343, 1.2822, -6.0197)
H (-4.2111, 2.7075, -0.2316)
C (1.9051, 3.6360, -4.2680)
F (2.1537, 2.2779, 1.4230)
C (-3.1934, 0.8957, 2.3081)
H (0.6847, -1.6440, 1.4082)
C (2.6315, 1.2229, 2.1101)
C (-4.2015, 2.9098, 2.0038)
C (-5.1013, -2.4123, -4.6996)
N (-0.1312, -0.1026, -3.6859)
C (-2.0936, 1.5823, -2.6100)
H (-2.0249, -2.7795, 0.3151)
H (-4.6938, 3.8538, 2.1954)
H (-2.4599, -2.5083, -7.0285)
H (-6.4109, -3.1259, -6.2826)
C (-0.6721, -1.5084, -5.3876)
H (2.3005, 4.1539, -5.1238)
C (2.8214, 0.0176, 1.3871)
C (1.5733, 2.9107, -2.1352)
F (2.9216, 2.5851, 4.0463)
H (-2.1093, 2.6146, -2.2346)
C (-4.1132, -3.6332, 0.2424)
H (-4.0224, -4.7048, 0.4360)

Löwdin population analysis, charges in e, atoms 1 to 6: number 1, P, carries 0.9699; number 2, C, carries -0.0503; number 3, H, carries 0.0716; number 4, H, carries 0.0591; number 5, F, carries 0.0486; number 6, H, carries 0.0866